Molecular formula: C40H120O40
Method: DFT, the ωB97M-V functional and the def2-TZVPD basis

Results
ΔE to the lowest compared entry with this formula, charge and spin (kJ/mol): 127.98
Charge: 0
E_HOMO (Ha): -0.3443

```
200
C40H120O40, DFT the ωB97M-V functional and the def2-TZVPD basis
C 17.10 18.41 15.84
C 17.98 18.51 14.62
O 18.28 19.84 14.40
O 17.73 18.45 17.13
H 16.49 17.51 15.81
H 16.50 19.33 15.83
H 17.47 17.95 13.83
H 18.99 18.01 14.80
H 17.51 20.27 13.95
H 18.52 19.01 17.25
C 21.60 20.45 16.05
C 21.63 20.57 14.50
O 20.94 19.54 13.72
O 20.30 20.44 16.59
H 22.07 21.42 16.39
H 22.27 19.64 16.36
H 22.65 20.58 14.20
H 21.23 21.51 14.21
H 19.98 19.71 13.73
H 19.70 20.65 15.86
C 15.47 21.69 12.41
C 14.36 20.95 11.79
O 13.47 20.72 12.83
O 15.88 20.99 13.60
H 15.22 22.69 12.74
H 16.28 21.66 11.68
H 14.65 20.00 11.34
H 13.89 21.47 10.97
H 13.31 19.72 12.90
H 15.10 20.59 13.98
C 24.69 18.95 11.65
C 23.24 18.64 11.29
O 22.88 17.28 11.71
O 24.65 18.97 13.07
H 24.96 19.95 11.22
H 25.31 18.14 11.28
H 23.00 18.74 10.21
H 22.56 19.30 11.87
H 22.59 16.70 11.03
H 25.38 19.57 13.37
C 21.83 12.07 14.28
C 23.12 12.58 13.57
O 22.74 13.77 12.89
O 20.73 11.92 13.40
H 21.60 12.77 15.10
H 22.03 11.10 14.61
H 23.53 11.88 12.81
H 23.85 12.82 14.33
H 22.97 14.49 13.47
H 20.61 12.81 13.05
C 23.14 16.76 15.56
C 21.61 16.65 15.66
O 21.27 15.29 15.85
O 23.58 16.09 14.38
H 23.60 16.29 16.41
H 23.52 17.80 15.50
H 21.15 16.99 14.75
H 21.27 17.24 16.59
H 21.72 14.99 16.68
H 23.48 16.57 13.56
C 19.51 15.53 18.46
C 20.85 15.57 19.08
O 21.74 14.53 18.63
O 18.61 14.69 19.16
H 19.52 15.16 17.40
H 19.23 16.53 18.30
H 20.71 15.53 20.14
H 21.41 16.52 18.81
H 21.44 13.68 18.87
H 17.93 14.39 18.57
C 20.43 15.09 10.90
C 19.86 16.52 11.10
O 19.93 16.97 12.49
O 21.83 15.13 10.77
H 20.01 14.64 9.94
H 20.08 14.43 11.71
H 18.81 16.56 10.73
H 20.47 17.19 10.49
H 20.69 17.57 12.46
H 22.08 14.28 11.18
C 18.03 11.37 21.25
C 16.78 11.93 21.92
O 15.67 11.54 21.15
O 17.82 9.91 21.09
H 18.88 11.62 21.93
H 18.23 11.79 20.25
H 16.89 13.05 21.99
H 16.75 11.42 22.92
H 14.87 11.82 21.49
H 17.18 9.84 20.39
C 17.86 14.36 14.92
C 16.59 14.63 15.74
O 16.75 14.03 17.03
O 18.01 15.01 13.66
H 17.94 13.26 14.72
H 18.76 14.61 15.52
H 15.66 14.31 15.30
H 16.46 15.72 15.97
H 16.37 13.11 17.04
H 18.70 15.64 13.68
C 14.62 11.34 17.92
C 13.37 12.18 18.08
O 13.60 13.58 18.00
O 15.41 11.84 16.80
H 14.52 10.23 17.80
H 15.24 11.45 18.81
H 12.98 11.93 19.08
H 12.57 11.89 17.36
H 14.45 13.76 18.39
H 14.87 11.56 16.04
C 15.64 16.22 19.73
C 14.73 17.43 19.50
O 15.27 18.39 18.58
O 16.90 16.72 20.06
H 15.67 15.67 18.79
H 15.23 15.62 20.51
H 14.51 17.94 20.42
H 13.79 17.10 19.18
H 16.21 18.24 18.66
H 17.61 16.07 19.96
C 10.29 15.17 16.17
C 9.78 16.55 16.27
O 8.82 16.72 15.21
O 10.98 15.06 14.92
H 9.41 14.51 16.17
H 10.89 14.83 17.00
H 10.65 17.22 16.06
H 9.31 16.88 17.19
H 8.34 15.89 15.24
H 11.88 15.36 14.98
C 19.16 8.79 15.15
C 19.14 8.81 13.64
O 18.85 10.17 13.26
O 17.91 9.26 15.68
H 19.92 9.43 15.60
H 19.28 7.79 15.52
H 18.37 8.22 13.19
H 20.11 8.49 13.20
H 19.65 10.76 13.32
H 17.72 10.07 15.22
C 13.98 9.03 14.68
C 14.88 7.84 15.19
O 15.46 8.04 16.45
O 14.69 10.21 14.85
H 13.08 9.19 15.26
H 13.84 8.88 13.63
H 15.66 7.78 14.46
H 14.32 6.90 15.16
H 16.11 8.77 16.34
H 15.20 10.45 14.07
C 13.73 21.00 16.69
C 13.08 19.69 16.35
O 14.00 18.55 16.11
O 14.22 20.99 18.06
H 12.92 21.76 16.70
H 14.46 21.32 15.95
H 12.64 19.80 15.31
H 12.18 19.45 16.96
H 14.46 18.36 16.97
H 14.84 20.23 18.28
C 10.08 16.96 11.27
C 9.50 15.62 11.69
O 10.65 14.79 11.92
O 10.57 17.76 12.34
H 9.20 17.49 10.82
H 10.82 16.85 10.51
H 8.96 15.29 10.83
H 8.83 15.77 12.55
H 10.70 14.70 12.89
H 10.39 17.31 13.18
C 13.64 16.67 12.47
C 14.34 16.06 13.67
O 13.59 16.05 14.86
O 13.12 17.94 12.87
H 12.90 16.02 12.10
H 14.50 16.80 11.77
H 15.29 16.58 13.89
H 14.60 15.02 13.45
H 13.63 16.96 15.28
H 12.42 18.18 12.26
C 15.65 12.36 11.08
C 16.26 12.20 12.50
O 16.35 10.85 12.89
O 16.56 11.75 10.08
H 15.58 13.39 10.73
H 14.69 11.88 11.10
H 15.57 12.74 13.18
H 17.28 12.68 12.47
H 17.27 10.64 13.15
H 16.57 10.82 10.36
C 14.16 8.43 24.39
C 14.38 9.76 23.75
O 13.53 9.85 22.62
O 14.17 7.31 23.51
H 13.19 8.44 24.90
H 14.96 8.28 25.11
H 15.43 9.84 23.45
H 14.12 10.58 24.43
H 13.48 8.91 22.22
H 15.00 7.33 23.04
```